A molecular structure, C23H24CaN6O2 in a non-equilibrium geometry, computed with ωB97M-V/def2-TZVPD.

Calculated values
LUMO in Eh: 0.0156
2S+1: 1
Maximum force in eV Å⁻¹: 1.552
Calculated total energy in eV: -55718.27573
Energy above the lowest of the compared OMol25 structures with the same formula, charge and spin in eV: 0.631
Gap between HOMO and LUMO in eV: 7.37

Atoms and positions in Å:
1 Ca 0.21 -1.80 -0.26
2 O 0.32 -3.88 -0.07
3 O -1.54 -4.86 0.73
4 N 2.53 -1.68 -0.75
5 N 0.00 -1.55 2.19
6 N -2.02 -1.70 -0.83
7 N 2.81 -0.48 -0.15
8 N -2.63 -0.53 -1.15
9 N 0.08 0.51 -0.56
10 C 1.19 1.26 -0.96
11 C -2.37 0.68 -0.39
12 C -3.55 -0.73 -2.10
13 C 2.51 0.79 -0.80
14 C -2.56 -2.63 -1.61
15 C -1.04 2.37 0.59
16 C -4.70 3.16 1.33
17 C -3.51 1.31 0.09
18 C -0.44 -4.34 0.89
19 C 4.70 3.48 -2.38
20 C 3.50 2.72 -1.87
21 C 3.62 1.49 -1.25
22 C 3.58 -0.67 0.94
23 C -3.45 2.49 0.80
24 C -0.59 -2.76 2.85
25 C 1.09 2.49 -1.64
26 C 0.04 -4.05 2.31
27 C -1.07 1.18 -0.17
28 C 3.11 -2.61 0.01
29 C -2.18 3.00 1.05
30 C 3.79 -2.02 1.09
31 C -3.55 -2.06 -2.43
32 C 2.20 3.19 -2.06
33 H 5.57 3.32 -1.74
34 H -5.55 2.98 0.68
35 H -2.23 -3.66 -1.51
36 H -4.47 0.84 -0.10
37 H -4.13 0.10 -2.47
38 H 2.99 -3.65 -0.24
39 H 4.98 3.18 -3.39
40 H -4.57 4.24 1.42
41 H 4.36 -2.51 1.87
42 H 2.05 4.14 -2.57
43 H 3.91 0.19 1.51
44 H -0.07 2.79 0.82
45 H -2.07 3.92 1.62
46 H 4.60 1.05 -1.09
47 H -0.49 -2.71 3.93
48 H 0.91 -1.36 2.59
49 H -1.65 -2.76 2.62
50 H 0.11 2.89 -1.82
51 H 1.13 -3.96 2.33
52 H -4.17 -2.55 -3.16
53 H -4.97 2.78 2.33
54 H -0.57 -0.73 2.38
55 H 4.51 4.55 -2.40
56 H -0.27 -4.88 2.95

Results of the Mulliken charge analysis, in e, for atoms 1 through 8: atom 1 (Ca): 2.198, atom 2 (O): -0.844, atom 3 (O): -0.659, atom 4 (N): -1.297, atom 5 (N): -0.465, atom 6 (N): -0.536, atom 7 (N): 1.182, atom 8 (N): 0.136


A molecular structure, C23H24CsO2Te in a non-equilibrium geometry, computed with ωB97M-V/def2-TZVPD.

Calculated values
LUMO in Eh: 0.0702
2S+1: 1
Charge: -1
Maximum force in eV Å⁻¹: 1.078
Calculated total energy in eV: -36179.22357
Energy above the lowest of the compared OMol25 structures with the same formula, charge and spin in eV: 0.000
Gap between HOMO and LUMO in eV: 5.16

Atoms and positions in Å:
1 Cs 0.24 -1.54 0.74
2 Te -0.26 1.79 -0.68
3 O 1.65 -2.42 2.78
4 O 1.73 0.28 2.05
5 C 2.62 -4.11 -0.26
6 C 2.40 -1.05 6.60
7 C 2.27 -2.84 5.00
8 C -1.73 2.19 -2.12
9 C -3.74 2.80 -4.03
10 C -2.42 3.16 -4.24
11 C 1.62 0.47 3.26
12 C 2.08 -0.16 5.61
13 C 1.85 -0.55 4.27
14 C 2.61 -2.33 -1.88
15 C 1.91 -1.95 3.92
16 C -0.01 3.29 -3.62
17 C 2.50 -2.41 6.27
18 C 1.49 -2.89 -2.49
19 C -4.80 3.15 -5.05
20 C -3.51 1.08 -0.68
21 C -3.08 1.82 -1.92
22 C 3.17 -2.94 -0.77
23 C -4.05 2.13 -2.86
24 C 1.51 -4.67 -0.87
25 C -1.42 2.86 -3.32
26 C 0.94 -4.07 -1.99
27 C 1.24 1.88 3.69
28 H 2.59 -0.70 7.61
29 H 0.32 4.07 -2.93
30 H -2.89 0.19 -0.53
31 H -3.36 1.70 0.21
32 H 0.52 1.88 4.51
33 H 0.68 2.45 -3.49
34 H -4.56 0.78 -0.74
35 H 2.13 2.43 4.02
36 H 0.07 3.67 -4.65
37 H -5.76 2.70 -4.79
38 H 3.02 -1.40 -2.25
39 H 1.06 -5.56 -0.45
40 H -4.53 2.79 -6.05
41 H -2.15 3.68 -5.16
42 H 0.82 2.39 2.82
43 H 0.04 -4.48 -2.44
44 H 2.03 0.89 5.86
45 H 2.76 -3.13 7.05
46 H -5.08 1.83 -2.68
47 H 2.33 -3.89 4.74
48 H 1.02 -2.39 -3.33
49 H 3.04 -4.56 0.63
50 H 4.02 -2.49 -0.28
51 H -4.94 4.23 -5.12

Results of the Mulliken charge analysis, in e, for atoms 1 through 8: atom 1 (Cs): 1.061, atom 2 (Te): -0.333, atom 3 (O): -0.723, atom 4 (O): -0.700, atom 5 (C): -0.264, atom 6 (C): -0.786, atom 7 (C): -0.671, atom 8 (C): -0.568


A molecular structure, C23H24N2Zr in a non-equilibrium geometry, computed with ωB97M-V/def2-TZVPD.

Calculated values
LUMO in Eh: -0.2807
2S+1: 1
Charge: +2
Maximum force in eV Å⁻¹: 2.490
Calculated total energy in eV: -28484.71944
Energy above the lowest of the compared OMol25 structures with the same formula, charge and spin in eV: 0.066
Gap between HOMO and LUMO in eV: 6.07

Atoms and positions in Å:
1 Zr -1.14 0.21 -0.02
2 N 0.66 0.95 -1.28
3 N 0.03 -1.66 -0.77
4 C 1.56 -0.01 -1.67
5 C 0.33 -0.14 4.25
6 C -1.46 -1.15 2.35
7 C 2.08 -3.53 -0.46
8 C 2.79 0.36 -2.25
9 C -1.88 -1.02 3.71
10 C -3.54 -0.18 0.19
11 C -0.23 -2.88 -0.23
12 C 2.35 2.64 -1.62
13 C -1.42 2.26 0.66
14 C 3.21 1.69 -2.18
15 C -0.35 -0.43 1.92
16 C 0.63 0.01 2.85
17 C 1.05 2.25 -1.31
18 C 2.33 -2.31 -1.08
19 C 2.66 0.43 4.73
20 C -0.98 -0.53 4.64
21 C 1.39 0.07 5.17
22 C 2.91 0.65 3.36
23 C 0.78 -3.82 -0.04
24 C -3.93 0.86 -0.87
25 C 1.90 0.47 2.43
26 C 1.29 -1.38 -1.24
27 H -2.89 -1.34 3.99
28 H 4.19 1.98 -2.56
29 H 3.47 0.56 5.45
30 H -2.28 2.52 1.29
31 H -4.87 0.56 -1.35
32 H -1.27 -3.07 0.06
33 H 2.90 -4.22 -0.27
34 H -1.25 -0.49 5.70
35 H -3.17 0.93 -1.67
36 H 2.64 3.68 -1.45
37 H 3.42 -0.42 -2.67
38 H 2.05 0.65 1.36
39 H 3.33 -2.00 -1.38
40 H -4.09 1.86 -0.46
41 H -1.99 -1.84 1.70
42 H 0.54 -4.76 0.45
43 H -3.35 0.25 1.18
44 H -2.74 -0.93 -0.18
45 H -4.34 -0.91 0.37
46 H 1.19 -0.09 6.23
47 H -1.49 2.90 -0.24
48 H 3.91 0.94 3.02
49 H 0.27 2.96 -1.04
50 H -0.50 2.53 1.20

Results of the Mulliken charge analysis, in e, for atoms 1 through 8: atom 1 (Zr): 0.524, atom 2 (N): -0.229, atom 3 (N): -0.326, atom 4 (C): 0.813, atom 5 (C): 0.711, atom 6 (C): -0.793, atom 7 (C): -0.581, atom 8 (C): -0.743


A molecular structure, C23H24N4PtS2Si, computed with ωB97M-V/def2-TZVPD.

Calculated values
LUMO (spin up / spin down) in Eh: 0.0072 / -0.0266
2S+1: 3
⟨S²⟩: 2.024
Maximum force in eV Å⁻¹: 0.335
Calculated total energy in eV: -62995.02329
Gap between HOMO and LUMO (spin up / spin down) in eV: 5.76 / 6.87

Atoms and positions in Å:
1 Pt 1.19 0.61 0.28
2 S 3.36 -3.62 0.94
3 S 2.62 -1.12 -0.62
4 Si -1.03 -0.15 0.22
5 N 2.14 -1.61 2.01
6 N 1.53 -0.39 1.96
7 N 0.85 1.71 -1.38
8 N 0.59 2.14 2.02
9 C -3.20 0.38 -3.28
10 C 2.66 -1.99 0.90
11 C 0.09 1.99 4.38
12 C -1.51 -4.30 2.24
13 C 1.04 0.08 3.12
14 C -2.78 0.41 -1.96
15 C -0.62 -4.15 1.19
16 C -0.33 4.02 3.17
17 C -0.79 -0.80 -2.57
18 C -2.11 -1.98 2.07
19 C -2.42 -0.24 -4.25
20 C 0.56 1.41 3.18
21 C 0.15 3.39 2.04
22 C 0.62 2.20 -2.39
23 C -1.57 -0.18 -1.58
24 C -1.21 -1.81 1.02
25 C 0.33 2.78 -3.70
26 C 4.81 -3.41 -0.11
27 C -1.22 -0.83 -3.89
28 C -0.47 -2.91 0.59
29 C -0.35 3.28 4.37
30 C -2.26 -3.22 2.68
31 C 0.84 4.22 -3.82
32 H -1.93 0.80 0.92
33 H 0.38 4.86 -3.07
34 H 0.10 1.40 5.29
35 H 1.08 -0.56 3.99
36 H 5.55 -2.78 0.37
37 H -0.02 -4.99 0.85
38 H 0.78 2.13 -4.45
39 H -4.14 0.84 -3.56
40 H -0.69 5.04 3.12
41 H 0.16 -1.25 -2.30
42 H -0.61 -1.32 -4.64
43 H -2.76 -0.26 -5.28
44 H -2.96 -3.34 3.50
45 H 4.53 -2.99 -1.08
46 H -0.75 2.73 -3.84
47 H -1.62 -5.27 2.72
48 H -3.39 0.89 -1.21
49 H 0.60 4.61 -4.80
50 H 0.19 3.92 1.09
51 H 1.92 4.26 -3.69
52 H -0.72 3.74 5.28
53 H 5.23 -4.41 -0.27
54 H 0.24 -2.80 -0.23
55 H -2.69 -1.14 2.43

Results of the Mulliken charge analysis, in e, for atoms 1 through 8: atom 1 (Pt): 0.515, atom 2 (S): -0.019, atom 3 (S): -0.572, atom 4 (Si): 0.439, atom 5 (N): -1.077, atom 6 (N): 0.870, atom 7 (N): -0.402, atom 8 (N): -0.319


A molecular structure, C23H24N5P2PtS2 in a non-equilibrium geometry, computed with ωB97M-V/def2-TZVPD.

Calculated values
LUMO (spin up / spin down) in Eh: -0.1317 / -0.2365
2S+1: 5
⟨S²⟩: 6.061
Charge: +1
Maximum force in eV Å⁻¹: 1.493
Calculated total energy in eV: -75178.02277
Energy above the lowest of the compared OMol25 structures with the same formula, charge and spin in eV: 0.604
Gap between HOMO and LUMO (spin up / spin down) in eV: 6.27 / 4.42

Atoms and positions in Å:
1 Pt -0.37 0.75 0.94
2 S 2.19 1.31 1.27
3 S 0.84 3.80 4.23
4 P 0.67 -0.96 -0.71
5 P -0.88 -1.35 2.20
6 N -2.19 0.45 -0.24
7 N -0.57 1.93 2.76
8 N -3.14 -3.94 -1.15
9 N -0.02 2.73 -0.25
10 N -3.10 -1.52 -1.29
11 C 0.47 -3.73 -0.88
12 C 3.60 2.41 -0.73
13 C 0.16 -5.00 -0.43
14 C 0.16 -2.61 -0.11
15 C -0.04 -1.67 3.78
16 C 2.70 3.68 -2.56
17 C -0.92 4.17 -1.92
18 C -0.76 -4.07 1.57
19 C -3.14 -2.79 -1.18
20 C -0.47 -5.17 0.79
21 C 0.12 -0.89 -2.46
22 C -0.46 -2.78 1.13
23 C 0.28 4.20 -2.58
24 C -2.29 3.47 0.07
25 C 0.03 2.73 3.37
26 C -1.04 3.44 -0.72
27 C -2.64 -1.62 2.63
28 C 2.33 2.22 -0.19
29 C 2.48 -1.18 -0.91
30 C -2.59 -0.58 -0.67
31 C 3.77 3.12 -1.91
32 C 1.40 3.56 -2.01
33 C 1.20 2.81 -0.82
34 H 2.95 -1.31 0.06
35 H 0.80 -0.26 -3.02
36 H 4.77 3.25 -2.31
37 H -2.85 -1.10 3.56
38 H -2.81 4.41 -0.07
39 H -3.29 -1.21 1.85
40 H -2.06 3.32 1.13
41 H -0.88 -0.47 -2.52
42 H -2.84 -2.69 2.74
43 H -2.94 2.66 -0.24
44 H 2.82 4.23 -3.47
45 H 2.70 -2.04 -1.54
46 H 1.03 -1.77 3.61
47 H -0.74 -6.16 1.13
48 H 0.96 -3.61 -1.83
49 H 0.40 4.73 -3.51
50 H 0.11 -1.89 -2.89
51 H -1.77 4.71 -2.30
52 H 2.89 -0.28 -1.37
53 H -0.21 -0.80 4.43
54 H -0.43 -2.56 4.26
55 H 0.42 -5.86 -1.03
56 H 4.45 1.99 -0.21
57 H -1.23 -4.21 2.54

Results of the Mulliken charge analysis, in e, for atoms 1 through 8: atom 1 (Pt): 1.636, atom 2 (S): -0.154, atom 3 (S): -0.215, atom 4 (P): 1.116, atom 5 (P): 1.316, atom 6 (N): -0.630, atom 7 (N): -0.512, atom 8 (N): -0.549


A molecular structure, C23H25AsCl2N5O10S6Ta, computed with ωB97M-V/def2-TZVPD.

Calculated values
LUMO in Eh: 0.1444
2S+1: 1
Charge: -2
Maximum force in eV Å⁻¹: 0.306
Calculated total energy in eV: -204642.14067
Energy above the lowest of the compared OMol25 structures with the same formula, charge and spin in eV: 0.100
Gap between HOMO and LUMO in eV: 7.20

Atoms and positions in Å:
1 Ta -0.25 1.27 1.60
2 As 1.82 2.09 -0.82
3 Cl 0.57 2.22 3.64
4 Cl -0.02 -4.82 -3.39
5 S 2.21 0.76 0.83
6 S -2.33 2.78 1.64
7 S 0.51 1.12 -2.35
8 S 0.48 3.34 0.34
9 S -2.25 5.73 1.04
10 S 3.38 2.98 -1.88
11 O 1.49 -4.73 4.19
12 O -3.75 -0.08 3.60
13 O -2.00 0.26 -1.77
14 O 0.49 -0.53 2.56
15 O -1.92 -4.14 1.28
16 O -0.64 0.38 -0.01
17 O -2.20 -0.81 -3.99
18 O -1.84 0.34 2.56
19 O -2.43 3.76 -0.70
20 O -1.43 -2.66 -4.93
21 N -2.88 -1.18 0.37
22 N 0.41 -2.04 -0.76
23 N 0.54 -3.29 -1.27
24 N -0.18 -4.40 2.70
25 N -0.85 -2.25 1.96
26 C 3.13 -4.83 0.84
27 C 1.43 -6.47 0.40
28 C -0.30 -2.34 5.07
29 C 1.24 -4.27 -0.52
30 C 3.16 -2.13 3.22
31 C 2.08 -1.92 4.27
32 C 0.71 -2.47 3.88
33 C 0.10 -1.72 2.70
34 C -2.31 4.16 0.56
35 C -0.74 0.07 -1.36
36 C 2.44 -3.90 0.08
37 C -1.05 -3.59 1.95
38 C 0.72 -5.54 -0.35
39 C -3.73 -0.33 1.24
40 C -1.47 -1.90 -3.98
41 C -0.09 -3.39 -2.46
42 C -0.69 -2.18 -2.74
43 C -0.33 -1.38 -1.61
44 C -2.24 4.70 -1.75
45 C 2.63 -6.12 1.00
46 C -0.56 -0.92 5.54
47 C 0.75 -3.96 3.60
48 C -3.09 0.00 2.59
49 H -2.15 -0.31 -3.07
50 H 0.11 -2.95 5.88
51 H -0.24 -5.78 -0.78
52 H 3.35 -3.19 3.08
53 H 3.16 -6.84 1.60
54 H -1.99 -1.45 0.87
55 H 1.96 -0.86 4.47
56 H -2.64 -0.66 -0.53
57 H -0.99 -0.30 4.76
58 H 2.37 -2.41 5.21
59 H 4.06 -4.55 1.32
60 H 2.80 -2.88 -0.04
61 H -2.30 4.12 -2.66
62 H -3.01 5.47 -1.71
63 H -1.27 -0.94 6.38
64 H 4.09 -1.65 3.53
65 H -3.34 -2.06 0.15
66 H -1.25 -2.80 4.76
67 H 1.02 -7.46 0.54
68 H -1.26 5.17 -1.65
69 H 2.86 -1.69 2.27
70 H 0.35 -0.43 5.89
71 H -3.91 0.62 0.73
72 H -0.24 -5.40 2.53
73 H -4.68 -0.82 1.43

Results of the Mulliken charge analysis, in e, for atoms 1 through 8: atom 1 (Ta): 0.832, atom 2 (As): 0.503, atom 3 (Cl): -0.452, atom 4 (Cl): -0.176, atom 5 (S): -0.354, atom 6 (S): -0.341, atom 7 (S): -0.522, atom 8 (S): -0.336